1.
Entry from the Open Molecules 2025 dataset: an isolated molecule of C5H10O2 (wB97M-V/def2-TZVPD).

Structure (XYZ):
```
17
Properties=species:S:1:pos:R:3:nbo_charge:R:1
C -2.228 -0.393 -0.269 -0.631
C -0.736 -0.325 -0.583 0.091
O -0.411 0.861 -1.298 -0.716
C 0.094 -0.421 0.694 -0.406
C 1.617 -0.339 0.526 -0.515
C 2.151 0.924 -0.103 0.447
O 2.333 1.894 0.603 -0.546
H -2.494 -1.348 0.200 0.214
H -2.503 0.407 0.432 0.201
H -2.822 -0.273 -1.180 0.223
H -0.470 -1.141 -1.267 0.175
H -0.662 1.611 -0.738 0.464
H -0.219 0.390 1.367 0.203
H -0.141 -1.360 1.212 0.217
H 2.007 -1.243 0.036 0.213
H 2.034 -0.191 1.533 0.240
H 2.451 0.946 -1.165 0.125
```

## Properties
SMILES string ... C[C@@H](O)CCC=O
Relative energy (zero: lowest compared OMol25 entry of this formula, charge and spin) ... 1.3934 eV
E_LUMO ... 0.9 eV
Orbital gap ... 10.60 eV

=====

2.
Entry from the Open Molecules 2025 dataset: a structure of composition C38H35ClN2Si2Zn (wB97M-V/def2-TZVPD).

Structure (XYZ):
```
79
Properties=species:S:1:pos:R:3:mulliken_charge:R:1
C -2.522 -1.273 4.540 -0.568
C -3.071 -0.720 3.351 -1.110
C -2.662 -1.538 2.247 -0.227
H -3.773 0.105 3.301 0.537
C -1.862 -2.634 2.788 -0.548
C -1.787 -2.439 4.208 -0.885
H -1.318 -3.127 4.906 0.458
H -2.716 -0.922 5.546 0.480
H -3.049 -1.497 1.233 0.771
H -1.576 -3.528 2.241 0.703
Zn -0.546 -0.998 2.334 0.930
Si 1.972 1.448 -0.891 0.409
C 0.598 2.714 -1.116 0.781
C 0.854 3.741 -2.018 -0.485
H 1.806 3.747 -2.556 0.304
C -0.121 4.717 -2.258 -0.504
H 0.055 5.474 -3.027 0.427
C -1.325 4.681 -1.550 -0.627
H -2.098 5.421 -1.755 0.361
C -1.553 3.697 -0.579 -0.862
H -2.504 3.657 -0.030 0.390
C -0.561 2.757 -0.326 0.919
H -0.732 2.002 0.452 -0.552
C 0.756 -0.195 -0.822 1.141
C -0.710 -0.282 -0.734 0.010
H -1.367 0.583 -0.761 0.326
C -1.334 -1.574 -0.947 -0.337
H -2.394 -1.605 -1.239 0.485
C -0.696 -2.730 -0.378 -0.990
H -1.295 -3.580 -0.064 0.506
C 0.668 -2.656 -0.243 -1.068
H 1.242 -3.450 0.244 0.389
C 1.349 -1.529 -0.803 -1.016
H 2.419 -1.620 -0.998 0.598
H 2.329 0.911 0.478 -0.307
Si -0.014 -1.188 -2.266 0.169
C 0.270 -2.517 -3.631 0.504
C -0.581 -2.518 -4.742 -0.331
H -1.443 -1.843 -4.784 0.274
C -0.350 -3.347 -5.848 -0.770
H -1.002 -3.291 -6.722 0.382
C 0.733 -4.234 -5.816 -0.418
H 0.931 -4.869 -6.683 0.356
C 1.558 -4.295 -4.691 -0.714
H 2.391 -5.004 -4.665 0.368
C 1.326 -3.448 -3.598 -0.343
H 1.981 -3.522 -2.722 0.217
C -0.335 0.208 -3.591 0.076
C -1.601 0.784 -3.665 -0.138
H -2.456 0.333 -3.156 0.314
C -1.767 1.973 -4.390 -0.639
H -2.765 2.421 -4.461 0.384
C -0.663 2.595 -4.978 -0.392
H -0.781 3.576 -5.450 0.384
C 0.591 1.988 -4.938 -0.895
H 1.468 2.471 -5.372 0.412
C 0.731 0.743 -4.301 -0.316
H 1.695 0.230 -4.337 0.597
H 2.693 2.436 -0.121 -0.385
Cl 3.311 1.024 -2.392 -0.345
N -0.550 1.173 2.809 -0.197
C 0.132 1.400 4.068 0.227
C 0.009 2.557 4.822 -0.396
C 0.736 2.676 6.029 -0.712
C 1.586 1.667 6.451 -0.860
C 1.741 0.471 5.685 0.639
C 2.589 -0.599 6.028 -0.600
C 2.643 -1.712 5.211 -0.850
C 1.820 -1.792 4.080 -0.203
N 0.979 -0.807 3.744 0.306
C 0.969 0.344 4.495 0.021
H -1.486 1.580 2.816 0.414
H -0.032 1.602 2.034 0.107
H -0.649 3.360 4.488 0.448
H 0.629 3.577 6.635 0.385
H 2.158 1.760 7.379 0.373
H 3.190 -0.516 6.933 0.415
H 3.300 -2.546 5.424 0.404
H 1.841 -2.658 3.415 0.491
```

## Properties
Relative energy (zero: lowest compared OMol25 entry of this formula, charge and spin) ... 0.0000 eV
E_LUMO ... -1.4 eV
Orbital gap ... 4.67 eV

=====

3.
Entry from the Open Molecules 2025 dataset: a cluster of 14 separate species, C27H82BN26O17 in total (wB97M-V/def2-TZVPD).

Structure (XYZ):
```
153
Properties=species:S:1:pos:R:3:mulliken_charge:R:1
C -3.857 5.635 -3.657 -1.056
C -2.366 5.274 -3.585 -0.233
O -2.066 3.987 -4.072 -0.442
C -2.561 2.942 -3.238 -0.365
C -1.664 2.627 -2.041 0.286
C -2.400 1.695 -1.058 -0.624
C -2.116 0.199 -1.322 -0.370
C -1.232 -0.466 -0.257 -0.436
B -1.990 -1.042 1.096 0.933
C -1.383 -2.531 1.514 -0.471
C -1.632 -3.629 0.481 -0.867
C -3.130 -3.937 0.285 -0.528
C -3.623 -3.298 -0.988 0.216
O -4.915 -3.808 -1.360 -0.384
C -5.660 -2.797 -2.008 -0.752
O -3.453 -0.883 1.193 -0.716
C -3.683 -0.530 2.551 -0.407
C -2.574 0.546 2.739 0.291
O -1.484 -0.178 2.249 -0.514
H -4.268 5.474 -2.663 0.250
H -4.389 4.935 -4.294 0.319
H -4.028 6.662 -3.947 0.387
H -1.955 5.462 -2.591 0.227
H -1.839 5.966 -4.245 0.395
H -3.592 3.098 -2.904 0.074
H -2.578 2.047 -3.858 0.228
H -0.824 2.055 -2.432 -0.440
H -1.270 3.521 -1.558 0.394
H -2.166 1.933 -0.023 0.029
H -3.473 1.848 -1.192 0.334
H -1.606 0.138 -2.288 0.730
H -3.073 -0.308 -1.451 -0.284
H -0.526 0.298 0.074 0.301
H -0.636 -1.252 -0.731 0.097
H -0.300 -2.389 1.594 -0.038
H -1.727 -2.839 2.508 0.282
H -1.121 -4.544 0.795 0.548
H -1.194 -3.375 -0.483 0.329
H -3.733 -3.640 1.138 0.172
H -3.242 -5.019 0.169 0.349
H -3.726 -2.233 -0.778 -0.248
H -2.908 -3.430 -1.799 0.277
H -5.985 -2.065 -1.261 0.293
H -6.565 -3.228 -2.434 0.282
H -5.067 -2.283 -2.763 0.313
H -4.700 -0.150 2.579 0.480
H -3.477 -1.336 3.267 -0.140
H -2.953 1.351 2.099 0.000
H -2.426 0.957 3.738 -0.411
C 2.164 1.256 -3.051 0.536
O 1.133 1.101 -2.422 -0.532
N 2.328 2.315 -3.914 -0.384
N 3.224 0.411 -2.958 -0.288
H 3.161 2.472 -4.447 0.142
H 1.559 2.954 -4.005 0.215
H 3.130 -0.374 -2.342 0.163
H 4.075 0.516 -3.474 0.094
C -1.618 -3.026 6.754 0.519
O -1.251 -3.336 7.878 -0.698
N -0.976 -2.098 5.995 -0.284
N -2.712 -3.592 6.160 -0.305
H -1.269 -1.836 5.067 0.231
H -0.166 -1.660 6.393 0.129
H -3.214 -4.282 6.685 0.185
H -3.027 -3.352 5.237 0.198
C -5.943 8.963 -2.236 0.603
O -5.857 7.827 -2.661 -0.558
N -5.026 9.931 -2.545 -0.377
N -6.959 9.364 -1.412 -0.420
H -5.074 10.872 -2.205 0.162
H -4.267 9.665 -3.144 0.215
H -7.644 8.675 -1.162 0.216
H -7.047 10.293 -1.048 0.150
C -7.307 -7.052 -3.890 0.503
O -7.798 -7.877 -4.644 -0.668
N -7.446 -5.707 -4.081 -0.324
N -6.575 -7.398 -2.791 -0.313
H -7.046 -5.023 -3.468 0.265
H -7.972 -5.405 -4.879 0.162
H -6.448 -8.377 -2.616 0.191
H -6.160 -6.730 -2.166 0.196
C -3.604 3.649 4.654 0.663
O -4.209 3.071 3.774 -0.609
N -3.437 5.012 4.668 -0.415
N -3.014 2.976 5.684 -0.359
H -2.926 5.499 5.378 0.162
H -3.846 5.529 3.913 0.217
H -3.112 1.978 5.689 0.241
H -2.475 3.417 6.407 0.165
C -6.898 2.966 -2.449 0.733
O -6.249 2.771 -1.443 -0.607
N -7.130 4.222 -2.938 -0.334
N -7.447 1.940 -3.177 -0.412
H -7.658 4.412 -3.767 0.142
H -6.730 4.991 -2.428 0.136
H -7.287 1.008 -2.842 0.224
H -7.983 2.075 -4.012 0.127
C 2.503 0.513 2.538 0.560
O 3.581 0.695 3.103 -0.767
N 2.339 -0.400 1.540 -0.277
N 1.381 1.203 2.858 -0.125
H 1.460 -0.556 1.073 0.181
H 3.141 -0.936 1.270 0.193
H 1.451 1.881 3.593 0.096
H 0.486 1.048 2.409 0.083
C 1.126 3.633 5.735 0.665
O 0.198 3.571 6.525 -0.693
N 1.343 4.726 4.944 -0.340
N 2.018 2.610 5.577 -0.407
H 2.092 4.796 4.281 0.213
H 0.701 5.494 5.028 0.148
H 1.879 1.789 6.137 0.147
H 2.782 2.631 4.927 0.245
C 5.362 -2.297 -4.723 0.589
O 4.661 -1.574 -4.029 -0.609
N 5.690 -1.961 -6.013 -0.403
N 5.872 -3.471 -4.282 -0.310
H 6.261 -2.531 -6.606 0.155
H 5.324 -1.098 -6.370 0.205
H 5.662 -3.744 -3.340 0.192
H 6.459 -4.064 -4.834 0.146
C 8.397 -3.239 -1.766 0.713
O 7.979 -3.979 -2.648 -0.699
N 8.345 -1.878 -1.888 -0.376
N 8.936 -3.707 -0.612 -0.302
H 8.670 -1.246 -1.183 0.155
H 7.940 -1.507 -2.728 0.217
H 8.996 -4.705 -0.498 0.158
H 9.288 -3.116 0.117 0.149
C 2.418 8.140 4.680 0.620
O 1.713 7.602 3.843 -0.625
N 2.611 9.494 4.709 -0.416
N 3.067 7.434 5.651 -0.299
H 3.185 9.959 5.385 0.150
H 2.145 10.037 4.006 0.220
H 2.940 6.436 5.652 0.210
H 3.651 7.852 6.349 0.163
C 11.288 -6.922 -1.242 0.610
O 10.595 -6.216 -0.523 -0.682
N 11.600 -6.569 -2.521 -0.366
N 11.789 -8.110 -0.808 -0.386
H 12.164 -7.130 -3.131 0.151
H 11.232 -5.697 -2.858 0.227
H 11.559 -8.386 0.132 0.249
H 12.357 -8.714 -1.371 0.148
C 8.112 -8.645 0.831 0.605
O 8.803 -8.335 1.786 -0.637
N 7.134 -9.600 0.922 -0.385
N 8.259 -8.076 -0.400 -0.258
H 6.550 -9.872 0.155 0.156
H 7.001 -10.036 1.815 0.226
H 8.964 -7.359 -0.501 0.186
H 7.705 -8.332 -1.195 0.144
```

## Properties
E_LUMO ... 1.4 eV
Orbital gap ... 5.52 eV
Charge ... -1

=====

no.,E_HOMO (eV)
1,-9.7
2,-6.0
3,-4.1